# 1
# C17H13F2O

A 2-piece molecular cluster, C17H13F2O overall (wB97M-V/def2-TZVPD, the OMol25 dataset).

Properties
- E_HOMO (eV) = -11.246
- charge = +1
- Kohn-Sham gap (eV) = 4.769
- LUMO level (hartree) = -0.2381
- ΔE to the lowest compared entry with this formula, charge and spin (kcal/mol) = 0.0

Last column: Löwdin charge in e.
Positions of all 33 atoms, in Å:
1 F 3.363 -2.484 -0.420  0.068
2 C 2.968 -1.267 -0.928  -0.206
3 C 3.943 -0.374 -1.362  0.071
4 C 3.509 0.867 -1.865  -0.023
5 C 2.164 1.183 -1.928  0.015
6 C 1.163 0.261 -1.485  -0.165
7 C -0.190 0.675 -1.584  0.135
8 C -1.390 -0.022 -1.300  -0.165
9 C -2.621 0.661 -1.559  0.017
10 C -3.841 0.064 -1.301  -0.021
11 C -3.918 -1.237 -0.770  0.076
12 C -2.720 -1.903 -0.531  -0.203
13 F -2.764 -3.180 -0.021  0.070
14 C -1.475 -1.353 -0.781  0.083
15 C 1.610 -0.997 -0.972  0.083
16 H 4.997 -0.637 -1.308  0.143
17 H 4.250 1.586 -2.213  0.127
18 H 1.834 2.148 -2.323  0.131
19 H -0.331 1.685 -1.982  0.139
20 H -2.568 1.672 -1.972  0.131
21 H -4.762 0.606 -1.512  0.127
22 H -4.871 -1.718 -0.558  0.143
23 H -0.597 -1.954 -0.584  0.101
24 H 0.922 -1.749 -0.606  0.099
25 C 0.066 -0.085 2.464  -0.133
26 C 1.086 0.717 2.939  -0.079
27 C 0.500 1.571 3.922  -0.070
28 C -0.839 1.234 3.985  -0.095
29 O -1.118 0.223 3.090  -0.023
30 H 0.115 -0.874 1.722  0.097
31 H 2.122 0.696 2.628  0.099
32 H 1.009 2.331 4.500  0.106
33 H -1.614 1.654 4.615  0.123

***

# 2
# C4H7NO2

C4H7NO2 as an isolated structure (wB97M-V/def2-TZVPD, the OMol25 dataset).

Properties
- E_HOMO (eV) = -8.309
- Kohn-Sham gap (eV) = 9.020
- LUMO level (hartree) = 0.0261
- ΔE to the lowest compared entry with this formula, charge and spin (kcal/mol) = 115.2

Last column: Löwdin charge in e.
Positions of all 14 atoms, in Å:
1 O -1.468 0.144 -1.283  -0.043
2 C -1.248 -0.262 0.057  -0.457
3 C -0.329 -1.460 0.162  0.080
4 N 0.937 -0.146 0.558  -0.049
5 C -0.280 0.669 0.804  -0.093
6 C 1.830 0.208 -0.460  -0.290
7 O 1.845 1.281 -1.002  0.077
8 H -2.115 0.860 -1.287  0.091
9 H -2.197 -0.429 0.582  0.129
10 H 1.161 -0.863 1.221  0.121
11 H -0.003 -1.788 -0.840  0.038
12 H -0.464 0.765 1.877  0.125
13 H -0.151 1.657 0.352  0.124
14 H 2.482 -0.637 -0.740  0.146

***

# 3
# C17H40Cl8N6O15

A 11-piece molecular cluster, C17H40Cl8N6O15 overall (wB97M-V/def2-TZVPD, the OMol25 dataset).

Properties
- SMILES = C[N+](=O)[O-].C[N+](=O)[O-].C[N+](=O)[O-].C[N+](=O)[O-].C[N+](=O)[O-].C[N+](=O)[O-].COC(=O)OC.ClCCCl.ClCCCl.ClCCCl.ClCCCl
- E_HOMO (eV) = -10.644
- Kohn-Sham gap (eV) = 10.278
- LUMO level (hartree) = -0.0135

Last column: Löwdin charge in e.
Positions of all 86 atoms, in Å:
1 C 3.171 -2.965 0.285  0.058
2 N 4.580 -2.423 0.215  -0.433
3 O 4.900 -1.811 -0.764  0.078
4 O 5.325 -2.741 1.140  0.047
5 H 2.564 -2.605 -0.546  0.055
6 H 2.720 -2.744 1.252  0.085
7 H 3.301 -4.043 0.190  0.102
8 C 2.208 2.335 2.338  0.014
9 N 2.667 3.718 2.263  -0.445
10 O 3.189 4.147 3.266  0.078
11 O 2.442 4.334 1.230  0.053
12 H 1.910 2.051 1.328  0.083
13 H 1.357 2.275 3.017  0.081
14 H 3.070 1.799 2.735  0.100
15 C -1.950 2.423 6.393  0.050
16 N -1.711 2.533 4.906  -0.445
17 O -1.700 1.465 4.305  0.021
18 O -1.628 3.618 4.443  0.096
19 H -2.663 3.209 6.642  0.096
20 H -1.034 2.429 6.984  0.102
21 H -2.461 1.473 6.549  0.085
22 C 3.308 3.874 -2.042  0.050
23 N 4.476 3.140 -1.450  -0.425
24 O 4.726 2.041 -1.935  0.026
25 O 5.043 3.692 -0.519  0.063
26 H 2.584 4.138 -1.272  0.080
27 H 2.802 3.119 -2.644  0.081
28 H 3.721 4.728 -2.580  0.104
29 C -5.267 4.123 0.002  0.070
30 N -5.107 2.947 0.961  -0.447
31 O -4.254 2.150 0.710  0.006
32 O -5.798 2.998 1.953  0.072
33 H -4.977 5.021 0.548  0.102
34 H -6.299 4.035 -0.338  0.102
35 H -4.522 3.901 -0.762  0.057
36 C -1.633 -3.725 -2.594  0.049
37 N -0.128 -3.738 -2.716  -0.403
38 O 0.367 -4.351 -3.625  0.083
39 O 0.569 -3.110 -1.868  0.020
40 H -1.931 -3.446 -3.605  0.084
41 H -1.863 -3.012 -1.803  0.070
42 H -1.923 -4.730 -2.287  0.102
43 C 2.080 -0.218 -2.079  -0.059
44 O 1.252 -0.560 -0.926  -0.048
45 C 0.445 0.354 -0.313  -0.586
46 O 0.283 1.534 -0.650  0.075
47 O -0.271 -0.290 0.578  -0.016
48 C -1.351 0.429 1.297  -0.027
49 H 3.049 -0.716 -2.112  0.029
50 H 2.205 0.832 -2.342  0.067
51 H 1.510 -0.681 -2.886  0.077
52 H -2.095 0.820 0.603  0.031
53 H -0.886 1.197 1.915  0.075
54 H -1.935 -0.224 1.946  0.060
55 Cl 3.257 -2.826 -7.691  0.526
56 C 3.612 -1.355 -6.730  -0.658
57 C 3.725 -1.715 -5.217  -0.594
58 Cl 4.360 -0.270 -4.341  0.599
59 H 2.790 -0.652 -6.871  0.064
60 H 4.507 -0.893 -7.145  0.060
61 H 4.506 -2.453 -5.035  0.066
62 H 2.713 -1.926 -4.870  0.063
63 Cl -3.476 2.703 -3.328  0.527
64 C -2.328 1.693 -2.338  -0.644
65 C -2.721 0.233 -2.349  -0.637
66 Cl -2.254 -0.398 -3.982  0.556
67 H -2.266 2.100 -1.329  0.055
68 H -1.393 1.808 -2.886  0.047
69 H -3.780 0.098 -2.129  0.049
70 H -2.170 -0.324 -1.591  0.043
71 Cl -3.297 -3.262 2.669  0.628
72 C -3.236 -3.282 0.926  -0.690
73 C -4.493 -2.601 0.403  -0.593
74 Cl -4.308 -0.812 0.553  0.644
75 H -3.072 -4.324 0.648  0.071
76 H -2.349 -2.759 0.568  0.053
77 H -5.394 -2.857 0.960  0.066
78 H -4.549 -2.837 -0.660  0.068
79 Cl 1.347 -0.517 4.009  0.594
80 C 1.151 -2.235 4.324  -0.647
81 C -0.347 -2.503 4.645  -0.628
82 Cl -0.732 -1.583 6.137  0.523
83 H 1.845 -2.532 5.110  0.072
84 H 1.459 -2.744 3.410  0.052
85 H -0.562 -3.516 4.984  0.061
86 H -0.980 -2.204 3.809  0.017

***

# 4
# C4H10N2OS

An isolated ion of composition C4H10N2OS and charge +1 (wB97M-V/def2-TZVPD, the OMol25 dataset).

Properties
- E_HOMO (alpha / beta) (eV) = -13.767 / -13.667
- multiplicity = 2
- charge = +1
- Kohn-Sham gap (alpha / beta) (eV) = 10.536 / 4.798
- LUMO level (alpha / beta) (hartree) = -0.1188 / -0.3259
- ΔE to the lowest compared entry with this formula, charge and spin (kcal/mol) = 68.2

Last column: Löwdin charge in e.
Positions of all 18 atoms, in Å:
1 C 0.049 -0.216 0.926  -0.083
2 N 1.433 -0.778 0.966  0.031
3 C 2.281 -0.107 1.854  -0.288
4 O 1.799 0.836 2.408  0.065
5 C -0.576 -0.264 -0.555  -0.420
6 C -1.088 1.053 -0.851  -0.527
7 S -0.189 1.867 -2.129  0.996
8 N -1.565 -1.311 -0.449  0.209
9 H -0.693 -0.679 1.658  0.158
10 H 0.082 0.864 1.241  0.117
11 H 1.936 -1.036 0.122  0.125
12 H 3.246 -0.458 1.764  0.118
13 H 0.273 -0.655 -1.235  0.172
14 H -2.215 0.936 -0.593  0.166
15 H -0.796 1.714 -0.110  0.033
16 H -0.311 1.268 -3.292  -0.106
17 H -1.214 -2.054 -1.052  0.142
18 H -2.452 -0.980 -0.672  0.092

***

# 5
# C3H8N4

The molecule C3H8N4 (wB97M-V/def2-TZVPD, the OMol25 dataset).

Properties
- SMILES = [H]/N=C(/N)C=C(N)N
- E_HOMO (eV) = -8.241
- Kohn-Sham gap (eV) = 8.998
- LUMO level (hartree) = 0.0278
- ΔE to the lowest compared entry with this formula, charge and spin (kcal/mol) = 132.2

Last column: Löwdin charge in e.
Positions of all 15 atoms, in Å:
1 H -1.558 -1.191 -0.783  0.061
2 N -0.803 -1.271 -1.576  0.015
3 C -0.508 0.031 -1.290  -0.606
4 N 0.151 0.560 -2.309  0.059
5 C -0.582 0.775 0.032  -0.030
6 C -0.016 0.092 1.171  -0.321
7 N 0.740 0.639 2.460  0.109
8 N -0.058 -1.267 1.165  0.044
9 H 0.819 1.496 -2.187  0.182
10 H -0.038 0.138 -3.198  0.085
11 H -0.265 1.885 -0.358  0.115
12 H 0.741 1.518 2.445  -0.066
13 H 1.566 -0.022 2.694  0.126
14 H -0.601 -1.777 1.678  0.003
15 H 0.411 -1.606 0.057  0.224

***

# 6
# C53H35ClMoN5O2

C53H35ClMoN5O2 as an isolated structure (wB97M-V/def2-TZVPD, the OMol25 dataset).

Properties
- E_HOMO (alpha / beta) (eV) = -9.581 / -9.582
- charge = +1
- Kohn-Sham gap (alpha / beta) (eV) = 6.003 / 6.003
- LUMO level (alpha / beta) (hartree) = -0.1315 / -0.1315
- ΔE to the lowest compared entry with this formula, charge and spin (kcal/mol) = 18.9

Last column: Löwdin charge in e.
Positions of all 97 atoms, in Å:
1 Mo -0.143 -0.242 0.039  1.745
2 C -5.514 2.471 -4.842  -0.074
3 C -4.263 2.459 -5.437  -0.064
4 C -3.149 2.057 -4.718  -0.037
5 C -3.271 1.674 -3.384  -0.205
6 C -4.533 1.704 -2.791  -0.037
7 C -5.645 2.089 -3.518  -0.069
8 C -2.110 1.253 -2.570  -0.053
9 C -1.803 2.008 -1.438  -0.220
10 C -2.342 3.307 -1.197  0.029
11 C -1.723 3.787 -0.090  0.027
12 C -0.833 2.766 0.364  -0.217
13 C -0.059 2.889 1.520  -0.047
14 C -0.258 4.081 2.372  -0.192
15 C -1.508 4.356 2.919  -0.040
16 C -1.692 5.450 3.743  -0.063
17 C -0.636 6.301 4.021  -0.071
18 C 0.612 6.041 3.481  -0.062
19 C 0.801 4.937 2.669  -0.039
20 C 0.926 1.976 1.900  -0.217
21 N 1.253 0.843 1.204  0.006
22 C 2.369 0.340 1.820  -0.209
23 C 3.068 -0.791 1.403  -0.048
24 C 4.454 -1.034 1.858  -0.198
25 C 4.857 -1.251 3.170  -0.036
26 C 6.198 -1.449 3.463  -0.067
27 C 7.150 -1.414 2.457  -0.072
28 C 6.756 -1.199 1.145  -0.060
29 C 5.419 -1.027 0.846  -0.034
30 C 2.624 -1.643 0.389  -0.245
31 C 3.266 -2.889 0.097  0.019
32 C 2.668 -3.387 -1.011  0.040
33 C 1.676 -2.435 -1.396  -0.218
34 N 1.612 -1.407 -0.497  0.003
35 C 1.010 -2.456 -2.611  -0.066
36 C 0.094 -1.478 -2.977  -0.225
37 C -0.615 -1.542 -4.217  0.029
38 C -1.531 -0.545 -4.194  0.021
39 C -1.348 0.153 -2.957  -0.231
40 N -0.336 -0.414 -2.227  0.020
41 C 1.343 -3.539 -3.570  -0.234
42 C 0.653 -4.743 -3.536  -0.031
43 C 0.961 -5.744 -4.438  -0.070
44 C 1.963 -5.551 -5.372  -0.076
45 C 2.669 -4.359 -5.395  -0.066
46 C 2.362 -3.353 -4.498  -0.022
47 C 2.735 1.157 2.934  0.032
48 C 1.816 2.152 3.009  0.025
49 N -0.865 1.693 -0.494  -0.005
50 H -6.383 2.778 -5.405  0.107
51 H -4.149 2.766 -6.466  0.109
52 H -2.172 2.066 -5.182  0.123
53 H -4.634 1.414 -1.756  0.119
54 H -6.619 2.095 -3.053  0.106
55 H -3.068 3.793 -1.817  0.120
56 H -1.829 4.751 0.363  0.119
57 H -2.336 3.700 2.696  0.101
58 H -2.670 5.642 4.159  0.108
59 H -0.781 7.164 4.651  0.107
60 H 1.444 6.698 3.683  0.109
61 H 1.772 4.749 2.235  0.123
62 H 4.120 -1.293 3.958  0.117
63 H 6.498 -1.635 4.484  0.108
64 H 8.195 -1.551 2.693  0.107
65 H 7.486 -1.167 0.350  0.109
66 H 5.107 -0.870 -0.177  0.127
67 H 4.059 -3.326 0.668  0.124
68 H 2.879 -4.299 -1.531  0.122
69 H -0.437 -2.276 -4.978  0.121
70 H -2.269 -0.314 -4.937  0.111
71 H -0.134 -4.883 -2.813  0.119
72 H 0.415 -6.675 -4.414  0.107
73 H 2.189 -6.329 -6.084  0.106
74 H 3.457 -4.217 -6.119  0.108
75 H 2.900 -2.417 -4.516  0.125
76 H 3.576 0.991 3.576  0.110
77 H 1.748 2.924 3.749  0.115
78 Cl -2.808 -1.206 7.014  0.689
79 C -2.382 -0.754 5.401  -0.669
80 C -2.898 0.435 4.860  -0.065
81 C -2.576 0.818 3.585  0.017
82 C -1.714 0.042 2.772  -0.305
83 O -1.458 0.417 1.569  -0.182
84 C -1.194 -1.166 3.341  -0.127
85 C -0.328 -1.982 2.581  -0.112
86 O 0.131 -1.703 1.447  -0.179
87 C -1.556 -1.548 4.650  -0.052
88 H -3.545 1.051 5.464  0.114
89 H -2.986 1.719 3.153  0.106
90 H -0.024 -2.947 3.010  0.150
91 H -1.158 -2.468 5.051  0.119
92 C -3.902 -2.757 0.209  -0.017
93 C -2.712 -2.021 -0.076  -0.112
94 N -1.750 -1.421 -0.331  0.052
95 H -4.728 -2.345 -0.371  0.102
96 H -4.147 -2.691 1.270  0.103
97 H -3.768 -3.806 -0.061  0.102

***

# 7
# C19H29BrFeN5O2

C19H29BrFeN5O2 as an isolated structure (wB97M-V/def2-TZVPD, the OMol25 dataset).

Properties
- E_HOMO (alpha / beta) (eV) = -13.878 / -13.879
- multiplicity = 2
- charge = +2
- Kohn-Sham gap (alpha / beta) (eV) = 6.077 / 6.353
- LUMO level (alpha / beta) (hartree) = -0.2867 / -0.2766
- ΔE to the lowest compared entry with this formula, charge and spin (kcal/mol) = 6.4

Last column: Löwdin charge in e.
Positions of all 57 atoms, in Å:
1 Fe -0.044 -0.195 0.202  0.780
2 C -1.612 2.098 0.254  -0.147
3 C -0.694 2.514 -0.886  -0.131
4 N 0.374 1.484 -1.074  -0.061
5 C 1.761 1.995 -0.836  -0.134
6 C 2.548 0.978 -0.045  -0.129
7 N 1.685 0.414 1.013  -0.120
8 C 1.408 1.231 2.215  -0.108
9 C 0.168 2.082 1.999  -0.110
10 N -0.843 1.293 1.240  -0.086
11 H -2.393 1.449 -0.131  0.107
12 H -2.095 2.957 0.724  0.146
13 H -0.229 3.486 -0.734  0.126
14 H -1.298 2.598 -1.788  0.140
15 H 0.324 1.160 -2.036  0.144
16 H 1.696 2.954 -0.327  0.121
17 H 2.268 2.177 -1.784  0.144
18 H 3.466 1.409 0.360  0.145
19 H 2.834 0.144 -0.689  0.142
20 H 2.088 -0.468 1.317  0.136
21 H 2.272 1.845 2.479  0.146
22 H 1.232 0.533 3.034  0.137
23 H 0.381 2.993 1.444  0.119
24 H -0.243 2.389 2.961  0.147
25 H -1.525 0.895 1.880  0.120
26 Br -1.604 -2.469 7.596  0.824
27 C -1.200 -2.539 5.764  -0.683
28 C -0.473 -3.608 5.258  -0.085
29 C -0.184 -3.662 3.903  0.007
30 C -0.596 -2.635 3.062  -0.161
31 C -1.322 -1.569 3.582  -0.046
32 C -1.641 -1.521 4.928  -0.108
33 C -0.298 -2.724 1.606  -0.491
34 O -0.594 -3.654 0.911  0.140
35 O 0.414 -1.676 1.099  -0.148
36 H -0.144 -4.398 5.918  0.117
37 H 0.364 -4.504 3.499  0.135
38 H -1.684 -0.791 2.921  0.086
39 H -2.234 -0.712 5.334  0.108
40 N -1.769 -0.884 -0.255  0.147
41 C -2.485 -1.813 -0.250  -0.170
42 N -3.274 -2.810 -0.236  -0.020
43 C -4.336 -2.930 0.803  -0.096
44 C -4.011 -4.115 1.697  -0.142
45 C -3.737 -5.397 0.874  -0.156
46 C -3.870 -5.159 -0.631  -0.165
47 C -2.989 -4.013 -1.094  -0.087
48 H -5.281 -3.057 0.277  0.135
49 H -4.384 -1.992 1.354  0.129
50 H -4.847 -4.252 2.384  0.125
51 H -3.136 -3.866 2.301  0.098
52 H -4.421 -6.190 1.171  0.118
53 H -2.728 -5.751 1.087  0.114
54 H -4.909 -4.966 -0.903  0.121
55 H -3.565 -6.046 -1.185  0.131
56 H -3.179 -3.746 -2.133  0.134
57 H -1.934 -4.256 -0.969  0.118

***

# 8
# C10H19BrN4O8P3

An isolated ion of composition C10H19BrN4O8P3 and charge +1 (wB97M-V/def2-TZVPD, the OMol25 dataset).

Properties
- E_HOMO (eV) = -11.814
- charge = +1
- Kohn-Sham gap (eV) = 7.206
- LUMO level (hartree) = -0.1694

Last column: Löwdin charge in e.
Positions of all 45 atoms, in Å:
1 C 3.294 -2.378 2.613  -0.101
2 C 1.785 -1.751 2.377  -0.283
3 O 1.716 -0.732 1.319  -0.211
4 C 1.131 -1.308 0.063  -0.152
5 N 0.548 -0.251 -0.833  -0.020
6 C 1.212 0.218 -2.147  -0.019
7 C 2.804 -0.129 -2.263  -0.211
8 O 3.210 -0.754 -3.403  0.037
9 O 3.768 0.157 -1.184  -0.003
10 C 4.646 1.276 -1.571  -0.238
11 C 5.899 1.702 -0.565  -0.005
12 O 4.520 1.994 -2.719  -0.022
13 C -0.658 0.427 -0.607  -0.120
14 N -1.354 1.468 -1.482  0.089
15 C -2.672 1.934 -0.912  -0.299
16 P -3.918 3.176 -1.649  0.915
17 C -3.655 3.008 -3.572  -0.278
18 O -5.584 2.690 -1.386  -0.377
19 N -2.682 1.118 0.380  -0.374
20 P -4.133 1.480 1.347  0.666
21 O -4.753 0.030 2.164  -0.378
22 Br -3.505 3.024 2.957  0.256
23 N -1.582 0.299 0.569  -0.195
24 P -1.516 -0.639 2.058  0.965
25 O -1.614 0.301 3.512  -0.345
26 O -2.539 -2.044 2.067  -0.304
27 H 3.466 -3.359 1.984  0.083
28 H 3.337 -2.711 3.758  0.093
29 H 4.160 -1.582 2.492  0.092
30 H 1.504 -1.201 3.397  0.128
31 H 0.997 -2.622 2.270  0.120
32 H 0.244 -2.072 0.301  0.137
33 H 1.977 -1.971 -0.395  0.171
34 H 0.597 -0.212 -3.076  0.170
35 H 1.143 1.404 -2.275  0.161
36 H 6.948 1.617 -1.083  0.110
37 H 5.718 2.826 -0.244  0.110
38 H 5.820 0.997 0.385  0.094
39 H -2.705 3.643 -3.917  0.079
40 H -3.371 1.873 -3.812  0.063
41 H -4.623 3.257 -4.186  0.073
42 H -5.941 3.313 -0.687  0.061
43 H -4.593 0.256 3.147  0.064
44 H -1.712 -0.318 4.314  0.106
45 H -3.031 -2.115 1.176  0.091